Entry 1:
Entry from OMol25: a 2-piece molecular cluster, C2H3BrN2O overall at a distorted geometry (ωB97M-V/def2-TZVPD).

Summary:
2S+1   1
Frontier orbital gap   10.0516 eV
Energy relative to the best compared isomer or geometry (same formula, charge and spin)   36.48 kJ/mol
SMILES   C=NN=C=O.Br
LUMO energy   0.35 eV
Total energy   -77190.2016 eV

Positions of all 9 atoms, in Å:
Br: -2.67 -1.00 0.93
O: 0.79 2.96 0.37
N: 0.03 -0.41 -0.75
N: 0.11 0.85 -0.45
C: 0.95 -1.28 -0.58
C: 0.53 1.91 -0.09
H: -2.54 0.35 1.40
H: 0.80 -2.31 -0.73
H: 1.99 -1.07 -0.10

---

Entry 2:
Entry from OMol25: C15H37BLiN2O as an isolated structure at a distorted geometry (ωB97M-V/def2-TZVPD).

Summary:
2S+1   1
Frontier orbital gap   5.3453 eV
Energy relative to the best compared isomer or geometry (same formula, charge and spin)   0.00 kJ/mol
LUMO energy   2.87 eV
Total energy   -22064.0753 eV
Charge   -1

Positions of all 57 atoms, in Å:
O: -0.71 -1.02 0.73
N: -1.47 -0.08 1.44
N: 1.42 -0.48 -2.01
C: -2.41 0.73 0.74
C: -0.18 -0.76 3.43
C: 0.33 1.37 2.29
C: 0.09 -0.74 -2.53
C: -3.42 1.30 1.74
C: -0.84 0.37 2.65
C: 2.77 1.36 -0.95
C: -0.26 -2.22 -2.61
C: 2.51 -1.10 -4.22
C: -1.80 1.90 -0.07
C: -1.79 1.13 3.58
C: 1.67 0.97 -1.92
C: -3.20 -0.11 -0.27
C: -2.78 2.06 2.89
C: 2.54 -1.15 -2.67
B: 2.76 -2.57 0.65
Li: 1.26 -1.12 0.01
H: -2.58 2.53 -0.53
H: -0.05 2.40 2.31
H: -0.65 -0.27 -1.88
H: -1.16 1.55 -0.87
H: 0.76 1.48 -1.60
H: -2.38 0.37 4.12
H: 3.48 -0.76 -2.29
H: 3.74 0.88 -1.08
H: 1.54 -1.44 -4.58
H: -1.27 2.61 0.56
H: 2.42 1.34 0.08
H: 2.66 -0.06 -4.49
H: -3.91 0.46 2.23
H: -2.34 3.03 2.62
H: -0.04 -0.29 -3.53
H: 0.51 -2.79 -3.13
H: 0.61 1.26 1.24
H: 0.49 -1.33 2.79
H: -1.18 -2.29 -3.18
H: -3.97 0.54 -0.70
H: -0.35 -2.67 -1.62
H: 2.50 -2.19 -2.36
H: 0.42 -0.36 4.25
H: 3.52 -2.83 1.55
H: -3.74 -0.94 0.17
H: 3.02 -1.51 0.16
H: 1.63 -2.57 1.00
H: -0.92 -1.38 3.95
H: -4.17 1.87 1.18
H: 3.25 -1.77 -4.67
H: 2.88 -3.36 -0.27
H: -3.59 2.31 3.59
H: -2.59 -0.40 -1.12
H: 3.04 2.41 -1.11
H: 1.88 1.35 -2.93
H: 1.25 1.32 2.86
H: -1.21 1.63 4.37

---

Entry 3:
Entry from OMol25: C28H47F2IrN6S2Si4Te as an isolated structure (ωB97M-V/def2-TZVPD).

Summary:
2S+1   5
Frontier orbital gap (alpha / beta)   6.6733 / 6.0183 eV
LUMO energy (alpha / beta)   0.50 / -1.39 eV
Total energy   -107489.1938 eV

Positions of all 91 atoms, in Å:
Ir: 1.18 -0.76 -0.94
Te: 0.23 1.63 -0.47
S: -0.84 2.16 -3.29
S: -0.09 -1.78 -3.15
Si: -1.76 0.24 3.19
Si: -0.15 3.73 2.53
Si: -1.32 1.92 1.58
Si: -3.38 2.67 0.71
F: 5.76 -3.29 -0.14
F: 4.85 -2.42 -4.63
N: -0.12 -2.39 -0.11
N: -2.89 0.26 -2.77
N: 1.27 -2.35 -5.41
N: -1.69 -3.82 -0.63
N: 2.54 -0.94 1.01
N: 0.73 -0.17 -5.07
C: -2.05 1.03 -2.99
C: 0.30 4.99 1.22
C: -3.02 3.95 -0.61
C: 1.49 -3.75 -5.07
C: -4.42 3.52 2.02
C: 3.97 -1.83 -0.67
C: -4.40 1.28 0.01
C: 0.69 -1.42 -4.63
C: 5.33 -2.89 -2.39
C: -1.19 4.60 3.83
C: -2.95 -4.34 -1.18
C: -0.40 -0.37 4.33
C: 3.12 -1.28 -1.65
C: 2.32 -0.34 2.17
C: 4.55 -2.25 -3.33
C: 3.46 -1.48 -2.99
C: 3.77 -1.39 0.73
C: 3.30 -0.20 3.15
C: 4.56 -0.69 2.88
C: 0.35 -3.66 0.14
C: 4.81 -1.29 1.65
C: 1.42 3.15 3.36
C: -2.58 -1.26 2.45
C: 1.38 0.26 -6.29
C: -0.62 -4.56 -0.18
C: 5.01 -2.66 -1.07
C: -1.35 -2.53 -0.58
C: -3.01 1.06 4.33
H: -3.87 4.29 2.56
H: -0.59 5.42 0.76
H: 2.88 -1.02 -3.78
H: 2.45 0.03 -6.29
H: -2.13 4.97 3.42
H: -1.42 3.93 4.67
H: 5.36 -0.59 3.60
H: -3.27 0.36 5.13
H: 1.32 0.04 2.33
H: 0.83 -4.40 -5.65
H: -2.61 4.86 -0.16
H: -2.91 -4.33 -2.27
H: 0.24 0.52 -4.51
H: 6.15 -3.54 -2.67
H: -3.78 -3.72 -0.85
H: -2.61 1.97 4.79
H: -0.89 -0.79 5.22
H: -5.28 3.99 1.53
H: 5.79 -1.64 1.40
H: -0.64 -5.64 -0.12
H: 0.88 5.80 1.66
H: -1.90 -1.79 1.78
H: -4.81 2.81 2.76
H: -4.62 0.53 0.77
H: 1.34 -3.82 0.53
H: -5.35 1.68 -0.35
H: -3.93 1.33 3.81
H: 2.07 2.63 2.65
H: -3.94 4.21 -1.14
H: 2.53 -4.01 -5.28
H: 0.93 -0.21 -7.17
H: 1.20 2.46 4.18
H: 0.90 4.53 0.43
H: -0.63 5.46 4.23
H: 0.26 0.43 4.66
H: -3.09 -5.36 -0.83
H: -2.88 -1.95 3.25
H: 1.26 1.33 -6.38
H: -2.30 3.58 -1.35
H: 1.74 -2.02 -6.24
H: 1.29 -3.89 -4.02
H: -2.00 -1.72 -0.91
H: 0.21 -1.16 3.88
H: 3.06 0.29 4.08
H: 1.97 4.00 3.77
H: -3.47 -0.99 1.88
H: -3.90 0.80 -0.83

---

Entry 4:
Entry from OMol25: C11H20F7N2NbO4 as an isolated structure at a distorted geometry (ωB97M-V/def2-TZVPD).

Summary:
2S+1   1
Frontier orbital gap   4.4582 eV
LUMO energy   4.17 eV
Total energy   -43464.2746 eV
Charge   -2

Positions of all 45 atoms, in Å:
Nb: -0.72 -0.61 0.04
F: 0.22 3.87 2.80
F: -0.66 0.89 2.87
F: -1.22 3.11 1.03
F: 1.81 1.75 0.03
F: 2.17 2.02 2.38
F: 1.26 -0.43 2.36
F: 0.82 4.28 0.48
O: -3.09 0.78 -3.27
O: 4.93 -3.61 4.38
O: 1.20 -3.06 -0.67
O: 2.58 -1.11 -0.41
N: -1.54 -1.61 -1.72
N: -3.35 0.03 1.80
C: -3.86 -0.23 -5.29
C: 1.25 -1.73 -0.39
C: 0.25 0.52 1.76
C: 1.08 1.86 1.34
C: -3.18 0.85 -4.49
C: -2.79 0.26 0.41
C: 4.76 -2.52 3.83
C: 4.00 -2.41 2.53
C: 0.21 3.26 1.42
C: 5.30 -1.25 4.43
C: -2.62 2.03 -5.25
H: -2.16 2.73 -4.54
H: -4.71 0.19 -5.83
H: -3.21 0.96 2.29
H: -2.91 1.41 0.14
H: -1.85 1.69 -5.95
H: -3.15 -0.67 -6.00
H: -3.54 -0.30 -0.34
H: 3.67 -3.41 2.22
H: -4.21 -1.01 -4.62
H: 6.00 -0.78 3.74
H: -1.19 -2.02 1.09
H: 4.47 -0.56 4.65
H: -2.33 -0.99 -2.02
H: 5.82 -1.48 5.37
H: -0.84 -1.56 -2.50
H: 3.12 -1.78 2.67
H: -2.75 -0.68 2.32
H: -0.27 0.76 -1.08
H: 4.65 -2.00 1.76
H: -3.42 2.54 -5.78

---

Entry 5:
Entry from OMol25: one molecule with the formula CHCl2NO at a distorted geometry (ωB97M-V/def2-TZVPD).

Summary:
2S+1   1
Frontier orbital gap   10.7905 eV
Energy relative to the best compared isomer or geometry (same formula, charge and spin)   176.24 kJ/mol
SMILES   Cl[C@@H]1ON1Cl
LUMO energy   0.10 eV
Total energy   -29631.4925 eV

Positions of all 6 atoms, in Å:
Cl: -1.47 -0.68 1.51
Cl: 0.92 1.44 -1.41
O: 1.02 -0.47 0.49
N: 0.50 0.78 0.22
C: -0.32 -0.43 0.20
H: -0.63 -0.64 -1.02

---

Entry 6:
Entry from OMol25: C39H31F3IrN4O3Sb as an isolated structure (ωB97M-V/def2-TZVPD).

Summary:
2S+1   1
Frontier orbital gap   7.4500 eV
Energy relative to the best compared isomer or geometry (same formula, charge and spin)   46.76 kJ/mol
LUMO energy   0.37 eV
Total energy   -70579.5317 eV

Positions of all 82 atoms, in Å:
Ir: -1.15 -0.52 -0.07
Sb: -3.30 -1.25 -1.16
F: -1.84 -6.55 -4.03
F: -7.39 -3.26 3.06
F: -6.87 2.21 -4.90
O: -1.33 -2.30 0.91
O: -1.08 1.29 -1.05
O: 0.44 -0.20 1.22
N: 1.18 -2.99 -2.48
N: -1.94 0.49 1.48
N: 0.00 -1.47 -1.50
N: -1.29 0.22 2.70
C: 0.49 -0.17 4.87
C: -2.29 -5.38 -2.05
C: -6.59 1.08 -2.86
C: -6.76 -3.04 0.81
C: 0.55 -2.66 -1.33
C: -5.84 -2.58 -0.12
C: 0.29 -1.03 -2.77
C: -6.50 -2.82 2.15
C: -2.52 -4.32 -4.22
C: -4.53 -0.11 -2.45
C: -2.69 1.54 1.41
C: -2.22 -5.41 -3.43
C: 1.03 -1.97 -3.39
C: -4.69 -1.91 0.29
C: -2.07 2.10 -0.91
C: -2.98 2.13 0.13
C: -2.90 -3.14 -3.59
C: -6.10 1.46 -4.10
C: -4.45 -1.72 1.64
C: -3.13 2.23 2.66
C: 1.43 -5.38 1.08
C: -5.80 0.30 -2.04
C: 2.07 -1.05 3.29
C: 2.56 -1.11 5.64
C: -2.68 -4.19 -1.44
C: -0.41 -4.13 2.00
C: 1.34 -0.51 5.91
C: 0.49 -5.17 2.09
C: 2.93 -1.39 4.33
C: 0.85 -0.44 3.55
C: 1.43 -4.54 -0.01
C: -2.19 3.13 -2.01
C: -5.36 -2.17 2.59
C: -0.06 -0.12 2.43
C: -4.06 0.30 -3.70
C: -0.41 -3.24 0.90
C: -2.99 -3.06 -2.20
C: -4.85 1.08 -4.54
C: 0.52 -3.48 -0.13
H: 2.18 -4.69 -0.78
H: -3.93 2.94 2.44
H: -0.47 0.30 5.07
H: 2.16 -6.18 1.15
H: -6.02 -2.76 -1.18
H: -2.72 -4.15 -0.36
H: -3.14 -2.28 -4.21
H: 1.45 -2.01 -4.38
H: -2.04 -6.26 -1.47
H: -3.74 2.90 0.10
H: -7.66 -3.57 0.51
H: 1.64 -3.87 -2.65
H: 0.48 -5.81 2.96
H: 3.23 -1.38 6.45
H: -6.18 0.01 -1.07
H: -3.53 -1.25 1.98
H: -7.58 1.41 -2.56
H: -3.48 1.50 3.40
H: -5.20 -2.04 3.65
H: -2.46 4.11 -1.61
H: -0.04 -0.06 -3.10
H: -1.25 3.20 -2.54
H: -4.50 1.41 -5.51
H: -2.97 2.82 -2.71
H: -1.13 -3.94 2.79
H: -2.45 -4.40 -5.29
H: -3.06 0.04 -4.03
H: 1.06 -0.29 6.93
H: 2.34 -1.26 2.26
H: 3.87 -1.86 4.11
H: -2.29 2.76 3.11

---

Question: Which value of total energy does entry 3 give?
Answer: -107489.1938 eV

---

Question: The highest total energy belongs to which entry?
Answer: C15H37BLiN2O